ORCA calculation (the ωB97M-V functional and the def2-TZVPD basis) on C45H54AuBrNO2Si as an isolated structure.

```
105
Properties=species:S:1:pos:R:3:lowdin_charge:R:1
Au 1.095 -0.839 -0.381 0.897
O 0.836 -0.845 1.820 -0.121
C 0.762 0.350 2.536 -0.433
C -0.017 1.406 1.697 -0.047
C 0.729 2.082 0.582 -0.240
C 0.858 3.459 0.524 0.000
C 1.565 4.033 -0.518 -0.004
C 2.142 3.223 -1.480 0.010
C 1.976 1.851 -1.396 -0.228
C 2.578 0.893 -2.384 -0.055
C 3.652 -0.049 -1.764 -0.435
O 3.045 -0.973 -0.879 -0.207
C 4.229 -0.891 -2.917 -0.141
C 5.512 -0.694 -3.413 -0.012
C 5.978 -1.450 -4.482 -0.064
C 5.171 -2.416 -5.061 -0.077
C 3.890 -2.622 -4.568 -0.068
C 3.425 -1.867 -3.504 -0.036
C 4.722 0.741 -1.018 -0.171
C 5.230 0.255 0.180 -0.008
C 6.232 0.944 0.851 -0.069
C 6.738 2.127 0.336 -0.072
C 6.239 2.619 -0.862 -0.067
C 5.240 1.928 -1.532 -0.060
N 1.262 1.330 -0.389 0.093
C -0.162 0.032 3.739 -0.135
C -1.107 -0.985 3.640 -0.037
C -1.979 -1.234 4.693 -0.066
C -1.918 -0.470 5.847 -0.073
C -0.975 0.544 5.947 -0.061
C -0.097 0.790 4.903 -0.015
C 2.152 0.792 2.978 -0.160
C 2.466 2.121 3.240 -0.044
C 3.730 2.475 3.694 -0.059
C 4.692 1.500 3.900 -0.085
C 4.385 0.170 3.646 -0.079
C 3.127 -0.180 3.182 -0.015
H -0.864 0.867 1.273 0.087
H -0.415 2.165 2.368 0.136
H 0.409 4.067 1.297 0.126
H 1.681 5.108 -0.571 0.124
H 2.719 3.641 -2.292 0.124
H 1.790 0.254 -2.796 0.117
H 3.009 1.439 -3.220 0.132
H 6.165 0.044 -2.967 0.111
H 6.980 -1.285 -4.855 0.109
H 5.539 -3.010 -5.887 0.107
H 3.253 -3.378 -5.009 0.107
H 2.429 -2.048 -3.120 0.102
H 4.834 -0.664 0.588 0.113
H 6.620 0.549 1.781 0.101
H 7.520 2.662 0.861 0.107
H 6.632 3.537 -1.280 0.107
H 4.890 2.313 -2.483 0.114
H -1.161 -1.585 2.742 0.098
H -2.702 -2.036 4.609 0.106
H -2.594 -0.667 6.669 0.108
H -0.914 1.142 6.848 0.110
H 0.646 1.571 5.009 0.113
H 1.723 2.899 3.106 0.107
H 3.960 3.515 3.890 0.109
H 5.676 1.773 4.261 0.110
H 5.128 -0.600 3.810 0.113
H 2.892 -1.217 2.985 0.121
C -4.217 -3.858 -0.862 -0.095
C -4.336 -2.598 0.008 -0.626
C -5.823 -2.380 0.363 -0.076
C -3.568 -2.880 1.309 -0.109
Si -3.748 -1.060 -0.943 0.589
Br -1.389 -1.416 -0.974 0.550
C -4.133 -1.035 -2.804 -0.630
C -3.723 0.301 -3.441 -0.094
C -3.448 -2.146 -3.617 -0.107
C -5.662 -1.194 -2.951 -0.079
C -3.964 0.598 -0.046 -0.611
C -3.792 0.418 1.469 -0.090
C -2.990 1.690 -0.528 -0.102
C -5.404 1.098 -0.298 -0.077
H -4.573 -4.713 -0.280 0.094
H -3.182 -4.061 -1.148 0.080
H -4.822 -3.813 -1.767 0.064
H -6.204 -3.283 0.850 0.098
H -6.449 -2.198 -0.513 0.072
H -5.965 -1.553 1.060 0.065
H -3.947 -3.820 1.721 0.095
H -3.710 -2.112 2.067 0.053
H -2.498 -3.004 1.143 0.047
H -2.653 0.496 -3.334 0.079
H -4.272 1.151 -3.040 0.063
H -3.942 0.250 -4.512 0.094
H -2.362 -2.065 -3.595 0.049
H -3.766 -2.042 -4.658 0.093
H -3.718 -3.148 -3.290 0.060
H -6.224 -0.439 -2.396 0.070
H -6.013 -2.177 -2.635 0.069
H -5.924 -1.080 -4.007 0.097
H -2.835 -0.024 1.747 0.050
H -4.577 -0.202 1.901 0.071
H -3.858 1.400 1.949 0.098
H -1.957 1.346 -0.608 0.026
H -3.014 2.514 0.193 0.092
H -3.274 2.098 -1.495 0.068
H -6.160 0.400 0.067 0.075
H -5.604 1.292 -1.352 0.065
H -5.548 2.040 0.240 0.098
```

LUMO energy (spin up / spin down): -2.798 / -5.067 eV
Total charge: +1
Multiplicity: 3